Entry from the OMol25 dataset: a molecular structure, C25H30N3O9Sr (ωB97M-V/def2-TZVPD).

XYZ file:
```
68
Properties=species:S:1:pos:R:3:lowdin_charge:R:1
O 0.55 0.17 -5.00 -0.13
C 0.49 1.32 -5.94 -0.14
C 0.40 0.45 -7.17 -0.10
H 1.40 1.94 -5.90 0.13
H -0.40 1.95 -5.84 0.10
C 0.48 -0.69 -6.16 -0.58
H 1.29 0.46 -7.78 0.11
H -0.55 0.43 -7.70 0.11
C 1.75 -1.46 -6.48 -0.02
H 2.62 -0.81 -6.35 0.10
H 1.71 -1.79 -7.54 0.09
H 1.82 -2.33 -5.84 0.08
C -0.79 -1.52 -6.14 -0.01
H -1.65 -0.95 -5.77 0.09
H -0.63 -2.40 -5.52 0.08
H -1.04 -1.88 -7.14 0.09
Sr -0.03 -0.12 1.30 1.48
C -2.66 -0.85 2.02 -0.24
C -2.83 0.54 2.34 -0.21
C -2.89 1.27 1.13 -0.20
H -2.97 0.95 3.34 0.09
C -2.91 0.34 0.06 -0.23
C -2.67 -0.96 0.60 -0.24
H -2.53 -1.88 0.03 0.08
H -2.58 -1.67 2.73 0.07
H -2.94 2.36 1.04 0.07
H -3.21 0.54 -0.97 0.07
C 1.29 -2.36 2.72 -0.21
C 0.30 -2.91 1.85 -0.22
C 0.74 -2.74 0.51 -0.25
H -0.63 -3.41 2.16 0.09
C 2.01 -2.08 0.55 -0.24
C 2.33 -1.83 1.92 -0.22
H 3.28 -1.42 2.28 0.08
H 1.30 -2.43 3.81 0.09
H 0.21 -3.06 -0.39 0.08
H 2.66 -1.88 -0.30 0.08
O 1.33 1.36 -3.03 -0.14
C 0.29 0.37 -2.62 -0.15
C -1.09 1.12 -2.65 -0.18
H 0.42 0.07 -1.54 0.09
H 0.30 -0.57 -3.18 0.11
C -0.69 2.50 -3.10 -0.17
H -1.56 1.22 -1.66 0.06
H -1.84 0.67 -3.30 0.11
C 0.71 2.55 -2.45 -0.19
H -1.44 3.26 -2.80 0.12
H -0.62 2.48 -4.22 0.08
H 0.58 2.46 -1.34 0.12
H 1.24 3.46 -2.67 0.11
O 0.37 1.02 9.56 0.03
N 1.08 1.48 8.64 -0.34
O 1.99 2.31 8.83 0.04
C 0.81 1.02 7.30 -0.15
C -0.18 0.04 7.13 0.10
C -0.46 -0.42 5.85 -0.06
C 0.09 0.23 4.70 -0.27
O -0.40 0.06 3.55 -0.21
C 1.22 1.11 4.90 -0.05
C 1.55 1.50 6.20 0.10
N 2.01 1.56 3.78 -0.27
O 2.94 2.36 3.97 0.06
O 1.77 1.13 2.60 -0.09
N -1.37 -1.52 5.63 -0.29
O -2.24 -1.71 6.50 0.05
O -1.23 -2.23 4.61 0.07
H -0.70 -0.37 8.00 0.13
H 2.39 2.17 6.36 0.13
```

As for the charge: -1.



Entry from the OMol25 dataset: C25H30N4O2 in the gas phase (ωB97M-V/def2-TZVPD).

XYZ file:
```
61
Properties=species:S:1:pos:R:3:lowdin_charge:R:1
C 1.73 -2.91 -2.51 -0.08
H 1.68 -3.93 -2.90 0.10
O 1.88 -2.89 -1.11 -0.11
C 0.90 -3.46 -0.34 -0.24
C -0.24 -4.06 -0.86 -0.02
C -1.18 -4.63 -0.01 -0.08
C -0.98 -4.62 1.35 -0.08
C 0.16 -4.03 1.87 -0.05
C 1.10 -3.43 1.04 -0.14
C 2.32 -2.75 1.63 -0.12
N 2.20 -1.34 1.98 -0.16
C 1.35 -1.00 3.10 -0.17
C -0.13 -0.79 2.75 -0.12
H -0.67 -0.46 3.64 0.12
H -0.58 -1.71 2.40 0.09
C -0.25 0.26 1.65 -0.26
N -1.63 0.42 1.26 -0.07
C -2.22 1.51 0.70 -0.23
C -3.53 1.17 0.43 0.00
C -3.64 -0.16 0.86 -0.15
N -2.49 -0.60 1.35 0.08
H -4.49 -0.80 0.84 0.10
H -4.29 1.80 0.01 0.09
N -1.52 2.68 0.48 0.17
C -2.07 3.86 0.08 -0.48
O -3.26 4.03 -0.09 0.09
C -1.04 4.95 -0.17 -0.09
C -0.65 4.95 -1.66 -0.14
C 0.02 3.66 -2.05 -0.25
C -0.72 2.61 -2.58 -0.04
C -0.11 1.42 -2.92 -0.08
C 1.25 1.25 -2.72 -0.11
C 1.99 2.28 -2.18 -0.09
C 1.38 3.48 -1.84 -0.05
H 1.97 4.28 -1.43 0.11
H 3.05 2.16 -2.02 0.10
H 1.73 0.32 -2.98 0.09
H -0.70 0.61 -3.34 0.11
H -1.78 2.74 -2.74 0.12
H -1.55 5.10 -2.26 0.12
H 0.03 5.78 -1.84 0.12
H -1.50 5.91 0.07 0.12
H -0.16 4.81 0.45 0.12
H -0.51 2.63 0.56 0.13
C 0.59 -0.18 0.45 -0.10
C 2.04 -0.41 0.89 -0.17
H 2.46 0.55 1.22 0.12
H 2.63 -0.77 0.04 0.11
H 0.16 -1.10 0.06 0.12
H 0.56 0.57 -0.34 0.09
H 0.12 1.22 2.03 0.15
H 1.75 -0.07 3.53 0.12
H 1.45 -1.78 3.86 0.12
H 2.61 -3.27 2.55 0.13
H 3.14 -2.82 0.92 0.12
H 0.33 -4.03 2.94 0.12
H -1.70 -5.07 2.01 0.10
H -2.06 -5.08 -0.43 0.10
H -0.42 -4.09 -1.92 0.10
H 0.84 -2.35 -2.83 0.09
H 2.62 -2.42 -2.91 0.09
```

The SMILES is COc1ccccc1CN1CCC(n2nccc2NC(=O)CCc2ccccc2)CC1.



Let's list E in order: -50136.7833; -36467.5448 eV.
Let's list gap between HOMO and LUMO in order: 5.396; 8.694 eV.